No. 1
A cluster of 2 separate species, C2H3FNOP in total at a distorted geometry, computed with the ωB97M-V functional and the def2-TZVPD basis.

Frontier orbital gap   9.31 eV
SMILES   c1copn1.F
Energy relative to the best compared isomer or geometry (same formula, charge and spin)   109.3 kJ/mol
E_tot   -649.21161 Eh

Positions of all 9 atoms, in Å:
1 C -0.84497 0.07939 0.55733
2 C -0.67884 1.42184 0.54639
3 O 0.43372 1.80665 -0.03212
4 P 1.29900 0.47776 -0.63311
5 N 0.17029 -0.56023 -0.15450
6 H -1.52243 -0.69078 0.88135
7 H -1.48434 2.01375 0.99260
8 F 1.34420 -2.60586 -1.39965
9 H 1.28336 -1.94251 -0.75829

Forces on atoms 1 to 2 (eV/Å):
C 1.5 -1.9 -1.6
C -2.2 -1.4 1.3

Atom charges from the Mulliken analysis, given in e for atoms 1 to 5:
1. C -0.37
2. C 0.09
3. O -0.35
4. P 0.20
5. N -0.37

No. 2
The molecule C3H6OS at a distorted geometry, computed with the ωB97M-V functional and the def2-TZVPD basis.

Frontier orbital gap   9.31 eV
SMILES   COC(C)=S
Energy relative to the best compared isomer or geometry (same formula, charge and spin)   123.2 kJ/mol
E_tot   -591.28607 Eh

Positions of all 11 atoms, in Å:
1 C 1.24575 -0.95618 -0.06790
2 O -0.10167 -1.16474 0.20245
3 C -1.09372 -0.26200 -0.00394
4 C -0.62663 1.22837 0.03989
5 S -2.53844 -0.85517 -0.00765
6 H 1.48391 -1.82349 -0.71254
7 H 1.46416 0.03343 -0.53518
8 H 1.76947 -1.10702 0.88326
9 H 0.13045 1.43593 -0.68466
10 H -0.31679 1.50840 1.02626
11 H -1.41649 1.96247 -0.13998

Forces on atoms 1 to 2 (eV/Å):
C 0.9 -0.2 -0.3
O -1.5 0.4 0.0

Atom charges from the Mulliken analysis, given in e for atoms 1 to 5:
1. C -0.55
2. O -0.28
3. C 0.52
4. C -1.08
5. S -0.34

No. 3
A cluster of 3 separate species, C46H62O10 in total at a distorted geometry, computed with the ωB97M-V functional and the def2-TZVPD basis.

Frontier orbital gap   8.37 eV
SMILES   C=CCc1c(CCCCCCCCCCCCCC)c(-c2ccccc2)cc2c1C(=O)c1ccc(COO)cc1C2=O.CCOC(=O)OC.CCOC(=O)OC
E_tot   -2542.28886 Eh

Positions of all 118 atoms, in Å:
1 C 0.18576 -0.25084 4.53490
2 C 0.50129 -1.00245 3.46344
3 C 0.33925 -2.49687 3.33751
4 C -0.90599 -2.82230 2.53800
5 C -0.83268 -3.34572 1.22739
6 C 0.51362 -3.56411 0.57913
7 C 1.28305 -2.26857 0.23561
8 C 0.44618 -1.12760 -0.38486
9 C 1.04688 -0.57475 -1.69552
10 C -0.04360 -0.06639 -2.63693
11 C 0.44070 0.69990 -3.89742
12 C 1.86981 1.23959 -3.86319
13 C 2.10100 2.48944 -2.98889
14 C 1.00722 3.55658 -3.09965
15 C 0.02824 3.52350 -1.89532
16 C -1.44453 3.80297 -2.26764
17 C -2.44401 2.86080 -1.55082
18 C -3.52632 3.60731 -0.76382
19 C -4.62324 4.15544 -1.70500
20 C -2.00488 -3.67268 0.52403
21 C -2.03169 -4.27555 -0.84170
22 C -1.34254 -3.77304 -1.94607
23 C -1.43521 -4.37824 -3.18921
24 C -2.21634 -5.51376 -3.37187
25 C -2.91186 -6.02081 -2.28217
26 C -2.81698 -5.41527 -1.03812
27 C -3.25023 -3.44201 1.10230
28 C -3.32511 -2.91430 2.37223
29 C -2.17114 -2.61280 3.09810
30 C -2.39029 -2.06507 4.47953
31 O -1.74441 -2.40702 5.44329
32 C -3.52698 -1.10217 4.58146
33 C -3.45580 0.03225 5.37624
34 C -4.54198 0.89538 5.38629
35 C -5.67835 0.62838 4.62319
36 C -6.81709 1.62847 4.67299
37 O -7.65665 1.56860 3.53807
38 O -6.86528 2.06622 2.45234
39 C -5.75248 -0.51864 3.84666
40 C -4.66669 -1.38191 3.82809
41 C -4.64688 -2.62541 3.00421
42 O -5.61631 -3.33331 2.86689
43 H -0.35545 0.67992 4.39214
44 H 0.42807 -0.55041 5.54839
45 H 0.94915 -0.51199 2.60028
46 H 1.21247 -2.94692 2.87109
47 H 0.26098 -2.97245 4.31444
48 H 0.41114 -4.13844 -0.33657
49 H 1.15406 -4.14694 1.24275
50 H 2.11229 -2.49374 -0.43534
51 H 1.72456 -1.88202 1.15196
52 H 0.44098 -0.29580 0.32256
53 H -0.59782 -1.39233 -0.54806
54 H 1.77574 0.19114 -1.44163
55 H 1.56503 -1.39414 -2.20284
56 H -0.78827 0.51207 -2.08912
57 H -0.57469 -0.95530 -2.98810
58 H 0.36896 0.01287 -4.74389
59 H -0.27137 1.49584 -4.11232
60 H 2.11949 1.53818 -4.88491
61 H 2.59932 0.47815 -3.58934
62 H 3.02923 2.94268 -3.34850
63 H 2.30151 2.23818 -1.94648
64 H 1.45491 4.55191 -3.10503
65 H 0.43756 3.46392 -4.02279
66 H 0.10599 2.53039 -1.45041
67 H 0.35932 4.23603 -1.14033
68 H -1.69012 4.80671 -1.91562
69 H -1.57759 3.74918 -3.34641
70 H -2.89612 2.18582 -2.28269
71 H -1.91074 2.21086 -0.85242
72 H -3.97146 2.92245 -0.04327
73 H -3.03588 4.42494 -0.23481
74 H -4.91169 5.15951 -1.39386
75 H -5.51842 3.54326 -1.60802
76 H -4.28797 4.17591 -2.73860
77 H -0.71163 -2.90376 -1.84169
78 H -0.90321 -3.97633 -4.04182
79 H -2.27487 -6.00139 -4.33426
80 H -3.53569 -6.89783 -2.39386
81 H -3.35976 -5.83742 -0.20236
82 H -4.16385 -3.67615 0.57437
83 H -2.56886 0.23236 5.96071
84 H -4.50762 1.80134 5.97921
85 H -7.43623 1.47521 5.55447
86 H -6.36287 2.62215 4.68857
87 H -7.49892 2.64900 2.01463
88 H -6.63147 -0.72860 3.25419
89 C 6.89705 1.07525 -8.21384
90 C 5.42917 0.80445 -8.46209
91 O 5.08298 -0.55944 -8.17355
92 C 4.92619 -0.84581 -6.88326
93 O 5.02601 -0.07442 -5.96491
94 O 4.63919 -2.14388 -6.77796
95 C 4.50092 -2.60783 -5.43295
96 H 7.51288 0.36419 -8.76574
97 H 7.15353 2.08554 -8.53224
98 H 7.13834 0.97487 -7.15645
99 H 5.19019 0.94240 -9.51480
100 H 4.79519 1.47730 -7.88534
101 H 3.78892 -1.99707 -4.88143
102 H 5.46654 -2.60011 -4.92975
103 H 4.13332 -3.62762 -5.49882
104 C 5.46047 4.20092 6.78827
105 C 3.99742 3.89760 6.54860
106 O 3.81238 3.01770 5.42922
107 C 4.04804 1.72950 5.67298
108 O 4.36930 1.25320 6.73063
109 O 3.86122 1.05366 4.54012
110 C 4.13850 -0.34421 4.63499
111 H 5.92294 4.58346 5.87759
112 H 5.56755 4.94485 7.57763
113 H 6.00075 3.30286 7.08471
114 H 3.45893 4.80696 6.28839
115 H 3.52676 3.47340 7.43501
116 H 3.59334 -0.79739 5.45984
117 H 5.20821 -0.50999 4.75540
118 H 3.80816 -0.79161 3.70167

Forces on atoms 1 to 2 (eV/Å):
C 0.1 -0.2 -0.3
C 0.2 0.1 0.2

Atom charges from the Mulliken analysis, given in e for atoms 1 to 5:
1. C -0.94
2. C 0.10
3. C -1.34
4. C 0.10
5. C 0.14

No. 4
A cluster of 2 separate species, C3H5BrSi in total at a distorted geometry, computed with the ωB97M-V functional and the def2-TZVPD basis.

Frontier orbital gap (alpha / beta)   6.15 / 6.16 eV
Energy relative to the best compared isomer or geometry (same formula, charge and spin)   412.0 kJ/mol
E_tot   -2980.62995 Eh

Positions of all 10 atoms, in Å:
1 C 0.01566 2.47369 -0.34136
2 C 0.02903 1.36665 0.25731
3 C -0.03556 0.12701 0.73861
4 Si -0.57567 -1.41692 -0.18591
5 Br 2.68160 -0.63595 -0.19259
6 H -0.05597 3.41957 -0.72663
7 H 0.05792 -0.10245 1.88603
8 H -0.29787 -1.09552 -1.55706
9 H -2.10251 -1.53405 0.22868
10 H 0.28338 -2.60203 -0.10706

Forces on atoms 1 to 2 (eV/Å):
C 0.0 -5.3 2.9
C -0.2 5.4 -2.8

Atom charges from the Mulliken analysis, given in e for atoms 1 to 5:
1. C 0.07
2. C 0.04
3. C -0.70
4. Si 0.47
5. Br -0.40

No. 5
A structure of composition C8H24AlFO4 at a distorted geometry, computed with the ωB97M-V functional and the def2-TZVPD basis.

Net charge   +2
Frontier orbital gap   2.43 eV
Energy relative to the best compared isomer or geometry (same formula, charge and spin)   180.4 kJ/mol
E_tot   -961.50254 Eh

Positions of all 38 atoms, in Å:
1 Al 3.27604 0.54216 -2.56288
2 F 1.19592 0.35275 -0.43371
3 C 1.61864 -2.72577 3.69013
4 C 2.32829 -2.37734 2.38614
5 O 1.57549 -2.20262 1.22225
6 H 2.27949 -2.95224 4.52684
7 H 0.85042 -3.49854 3.66248
8 H 1.18637 -1.75679 3.93979
9 H 3.11576 -3.12714 2.31009
10 H 2.76323 -1.37833 2.41597
11 H 1.36403 -1.27326 1.10750
12 C -1.87816 -1.95269 -1.10505
13 C -2.44137 -0.53540 -1.02731
14 O -1.53690 0.38827 -1.67499
15 H -1.70678 -2.25194 -2.13906
16 H -2.73023 -2.55840 -0.79652
17 H -1.09687 -2.24565 -0.40373
18 H -2.52698 -0.36189 0.04539
19 H -3.37603 -0.59366 -1.58510
20 H -0.78329 0.40992 -1.08068
21 C -0.70731 0.67807 3.73405
22 C -0.24264 1.44999 2.46758
23 O 1.04794 0.99011 2.25167
24 H -1.65865 1.11377 4.03935
25 H -0.01177 0.81804 4.56153
26 H -0.80822 -0.37893 3.48776
27 H -0.24695 2.53419 2.57982
28 H -0.91101 1.17020 1.65327
29 H 1.05593 0.87500 1.29863
30 C -0.31287 3.22194 -4.40569
31 C 0.06793 1.71049 -4.64436
32 O 0.39679 1.20309 -3.35788
33 H -0.32552 3.80466 -5.32676
34 H 0.43476 3.69682 -3.77037
35 H -1.18051 3.34043 -3.75664
36 H 0.98895 1.74669 -5.22617
37 H -0.69454 1.19977 -5.23250
38 H -0.36921 0.92436 -2.85078

Forces on atoms 1 to 2 (eV/Å):
Al -0.8 0.1 0.3
F 0.0 0.0 0.4

Atom charges from the Mulliken analysis, given in e for atoms 1 to 5:
1. Al 1.06
2. F -0.79
3. C -0.64
4. C -0.13
5. O -0.30

No. 6
The ion C9H11BrN with charge +1 at a distorted geometry, computed with the ωB97M-V functional and the def2-TZVPD basis.

Net charge   +1
Frontier orbital gap   6.53 eV
Energy relative to the best compared isomer or geometry (same formula, charge and spin)   148.3 kJ/mol
E_tot   -2977.97554 Eh

Positions of all 22 atoms, in Å:
1 C 0.66107 2.62467 0.01565
2 C -0.71954 2.85640 -0.05945
3 C 1.20167 1.34939 0.02225
4 C -1.53092 1.78597 -0.14914
5 C 0.38161 0.21221 -0.07343
6 C -1.06869 0.46376 -0.13456
7 C 1.00599 -1.14922 -0.04850
8 C -2.01726 -0.58009 -0.15919
9 C 0.72886 -2.00839 1.20611
10 N 0.70865 -1.92006 -1.27689
11 Br -3.87395 -0.53742 0.11234
12 H 1.42787 3.52293 0.06741
13 H -1.21850 3.78077 -0.09665
14 H 2.20231 1.10859 -0.03553
15 H -2.50014 2.06910 -0.28373
16 H 2.09102 -1.09139 -0.14933
17 H -1.55509 -1.65356 -0.26933
18 H 1.36869 -1.63909 2.08312
19 H 0.97925 -3.04007 1.03834
20 H -0.31221 -1.71224 1.43839
21 H 1.06499 -1.59924 -2.17666
22 H 0.97434 -2.84302 -1.07124

Forces on atoms 1 to 2 (eV/Å):
C 2.0 2.6 0.3
C 1.4 -0.7 0.0

Atom charges from the Mulliken analysis, given in e for atoms 1 to 5:
1. C -0.33
2. C -0.81
3. C -0.82
4. C -0.56
5. C 0.51

- Which of these has the lowest E_tot?
  C3H5BrSi

- What is the E_tot in the second record?
  -591.28607 Eh

- Number 1 is which compound?
  C2H3FNOP

- The highest E_tot belongs to which entry?
  C3H6OS